115
Properties=species:S:1:pos:R:3:lowdin_charge:R:1 method="wB97M-V/def2-TZVPD" homo_lumo_gap_ha=0.1797 energy_ha=-3936.59203 relative_energy_kcal_mol=19.9 charge=-2
Rb 0.2780 -0.3916 1.0477 0.796
C -4.2924 -1.0936 0.2989 -0.193
Si -4.1287 0.7817 0.1235 0.260
C -5.1473 1.2408 -1.4107 -0.190
C -5.0908 1.4916 1.6008 -0.185
N -2.5280 1.2040 0.0140 -0.258
P -1.5370 2.4398 0.0761 0.531
C 0.0198 2.1790 -0.3395 -0.541
P 1.5747 2.6278 -0.1597 0.530
N 2.6490 1.4987 0.1639 -0.289
Si 4.2942 1.2782 0.2759 0.257
C 4.6795 -0.1536 1.4491 -0.187
C 5.3206 2.7434 0.9208 -0.185
C 5.0839 0.8393 -1.3913 -0.190
C 1.7490 3.9636 1.1096 -0.262
C 1.4329 5.2960 0.8416 -0.110
C 1.4996 6.2644 1.8338 -0.111
C 1.8511 5.9105 3.1310 -0.126
C 2.1306 4.5824 3.4208 -0.099
C 2.0917 3.6239 2.4157 -0.089
C 2.2185 3.4820 -1.6776 -0.259
C 3.2102 4.4624 -1.6719 -0.106
C 3.7101 4.9849 -2.8594 -0.110
C 3.2377 4.5232 -4.0808 -0.127
C 2.2597 3.5357 -4.1014 -0.105
C 1.7555 3.0274 -2.9118 -0.104
C -2.3186 3.8291 -0.8628 -0.258
C -3.5195 4.4112 -0.4575 -0.108
C -4.1097 5.4248 -1.1999 -0.109
C -3.5092 5.8682 -2.3732 -0.125
C -2.3132 5.2971 -2.7871 -0.102
C -1.7220 4.2910 -2.0306 -0.074
C -1.6455 3.0875 1.8112 -0.251
C -1.5072 4.4289 2.1590 -0.095
C -1.4745 4.8266 3.4903 -0.107
C -1.5772 3.8860 4.5060 -0.110
C -1.7189 2.5426 4.1788 -0.082
C -1.7590 2.1561 2.8466 -0.099
H -5.3239 -1.4069 0.4960 0.020
H -3.6627 -1.4458 1.1210 0.022
H -3.9541 -1.5807 -0.6219 0.024
H -6.1681 0.8452 -1.3590 0.011
H -4.6627 0.8293 -2.3013 0.017
H -5.2046 2.3254 -1.5395 0.004
H -6.1039 1.0732 1.6249 0.012
H -5.1819 2.5801 1.5495 0.004
H -4.6000 1.2489 2.5469 0.015
H 4.4654 0.1281 2.4847 0.020
H 5.7287 -0.4635 1.3904 0.012
H 4.0514 -1.0180 1.2168 0.018
H 4.8977 3.1634 1.8376 0.009
H 5.3813 3.5450 0.1801 0.004
H 6.3438 2.4133 1.1363 0.013
H 4.5911 -0.0383 -1.8197 0.017
H 6.1563 0.6306 -1.3086 0.010
H 4.9469 1.6685 -2.0935 0.010
H 1.1237 5.5794 -0.1593 0.107
H 1.2594 7.2952 1.5951 0.091
H 1.8883 6.6607 3.9130 0.087
H 2.3793 4.2878 4.4342 0.095
H 2.3335 2.5903 2.6394 0.101
H 3.5974 4.8280 -0.7280 0.092
H 4.4740 5.7543 -2.8261 0.089
H 3.6264 4.9287 -5.0083 0.083
H 1.8840 3.1621 -5.0479 0.090
H 0.9813 2.2661 -2.9129 0.095
H -3.9942 4.0687 0.4554 0.089
H -5.0408 5.8678 -0.8631 0.090
H -3.9688 6.6582 -2.9569 0.083
H -1.8306 5.6408 -3.6955 0.090
H -0.7737 3.8537 -2.3236 0.076
H -1.4145 5.1779 1.3811 0.100
H -1.3500 5.8769 3.7305 0.092
H -1.5419 4.1943 5.5450 0.087
H -1.7988 1.7917 4.9580 0.088
H -1.9080 1.1095 2.6012 0.083
N 0.1244 -2.8854 -0.3929 -0.407
S 0.2604 -4.0168 0.6957 0.992
C -1.3032 -4.8919 0.8658 -0.377
C -2.4420 -4.1633 0.5702 -0.081
C -3.6899 -4.7352 0.7696 -0.065
C -3.7933 -6.0245 1.2724 -0.097
C -2.6451 -6.7439 1.5814 -0.097
C -1.3944 -6.1776 1.3827 -0.085
C 1.2421 -5.3825 0.0445 -0.385
C 2.4890 -5.5829 0.6150 -0.076
C 3.3312 -6.5640 0.1030 -0.086
C 2.9241 -7.3329 -0.9755 -0.100
C 1.6738 -7.1239 -1.5501 -0.087
C 0.8328 -6.1488 -1.0413 -0.082
H -0.2062 -3.2838 -1.2733 -0.007
H -2.3430 -3.1490 0.2109 0.084
H -4.5745 -4.1513 0.5485 0.099
H -4.7686 -6.4672 1.4353 0.093
H -2.7213 -7.7476 1.9825 0.094
H -0.4988 -6.7357 1.6283 0.109
H 2.7961 -4.9635 1.4498 0.115
H 4.3068 -6.7186 0.5467 0.100
H 3.5817 -8.0945 -1.3764 0.094
H 1.3585 -7.7225 -2.3959 0.098
H -0.1454 -5.9800 -1.4772 0.116
O -1.2364 -2.4444 2.9022 -0.077
C -0.3207 -1.9350 3.5900 -0.737
O 0.8772 -1.7810 3.2584 -0.185
C -0.7239 -1.3695 4.9560 -0.130
C 0.1504 -0.5494 5.6598 -0.032
C -0.2272 0.0057 6.8753 -0.105
C -1.4838 -0.2640 7.4027 -0.124
C -2.3613 -1.0863 6.7052 -0.103
C -1.9831 -1.6300 5.4851 -0.032
H 1.1220 -0.3554 5.2236 0.113
H 0.4545 0.6620 7.4042 0.093
H -1.7840 0.1739 8.3479 0.086
H -3.3465 -1.2910 7.1088 0.089
H -2.6569 -2.2477 4.9044 0.109

---

47
Properties=species:S:1:pos:R:3:lowdin_spin:R:1 method="wB97M-V/def2-TZVPD" homo_lumo_gap_ha="0.1190 / 0.1201" multiplicity=6 energy_ha=-2375.33909 charge=+2
C 0.0039 0.0145 -6.2140 0.001
C 0.0093 0.4026 -4.8310 0.003
H 0.0045 0.8808 -6.9042 0.000
H -0.8789 -0.6344 -6.4019 0.000
H 0.8797 -0.6401 -6.4091 0.000
O 0.0318 1.2400 -4.0090 0.004
I -0.0877 -3.5912 -1.8193 -0.028
Sm -0.0268 -0.6915 -1.1843 5.159
P 2.6348 -0.1641 -0.2228 -0.017
C 3.2211 1.2374 0.7816 -0.003
C 3.4482 -1.5565 0.6397 -0.001
H 4.5360 -1.3872 0.6983 0.000
H 4.6788 -0.2640 -1.5763 -0.001
H 3.2477 -2.5033 0.1212 0.000
H 3.2124 -0.5881 -2.5691 0.000
H 2.8690 1.1455 1.8183 0.000
H 3.0256 -1.6771 1.6482 0.000
C 3.6301 0.0222 -1.7555 -0.002
H 4.3221 1.2595 0.7671 -0.001
H 3.5856 1.0645 -2.0977 0.000
H 2.8240 2.1827 0.3895 0.000
P -2.6567 -0.1207 -0.2408 -0.011
C -3.2642 1.2454 0.7991 -0.002
C -3.7304 0.0850 -1.7371 -0.001
H -3.3349 -2.4569 0.0420 0.000
H -4.5588 -1.3298 0.7391 0.000
H -3.0108 -1.7118 1.5992 0.000
C -3.4783 -1.5324 0.6186 -0.001
H -3.3526 -0.5401 -2.5589 0.000
H -4.7803 -0.1752 -1.5135 0.000
H -4.3537 1.3573 0.6820 0.000
H -2.7814 2.1864 0.5117 0.000
H -3.6694 1.1253 -2.0838 0.000
H -3.0401 1.0920 1.8634 0.000
C 0.0668 1.6066 -0.1028 -0.005
O 0.0522 2.7179 0.2284 0.002
C -0.2706 -2.1569 3.8323 0.002
C 0.1290 -3.0229 2.8047 -0.003
C 0.2593 -2.5118 1.5100 -0.007
C 0.0709 -1.1554 1.2662 -0.072
C -0.3616 -0.3170 2.2760 -0.009
C -0.5285 -0.8096 3.5813 -0.004
H -0.4092 -2.5403 4.8443 0.000
H 0.3350 -4.0846 3.0052 -0.001
H 0.4750 -3.2203 0.6964 -0.001
H -0.5696 0.7330 2.0914 -0.001
H -0.8723 -0.1338 4.3665 -0.001

---

33
Properties=species:S:1:pos:R:3:nbo_charge:R:1 method="wB97M-V/def2-TZVPD" homo_lumo_gap_ha=0.3387 energy_ha=-840.82066 relative_energy_kcal_mol=37.3 smiles=O.O.O.O.O.O.O.O.O.O.O charge=0
O -4.2632 0.3198 1.6877 -0.931
H -3.9313 0.0175 0.8423 0.484
H -3.6417 0.9940 1.9623 0.448
O -0.7394 0.1417 0.7654 -0.954
H -0.1112 0.3789 0.0833 0.477
H -1.1780 0.9640 0.9841 0.496
O 0.9748 0.4840 -3.0726 -0.960
H 1.7895 0.2693 -3.5268 0.480
H 1.2488 1.0216 -2.3296 0.503
O 1.8785 -0.1164 2.5823 -0.952
H 2.7934 -0.0522 2.3084 0.480
H 1.3896 -0.2134 1.7651 0.474
O 0.1497 -2.6325 2.4883 -0.929
H 0.6040 -3.1998 1.8653 0.449
H 0.5599 -1.7751 2.3754 0.475
O 3.6389 0.2838 -0.0555 -0.967
H 2.7627 -0.0700 -0.2080 0.487
H 4.1874 -0.1407 -0.7153 0.468
O 0.8862 2.6616 -1.1823 -0.962
H 0.3394 3.3826 -1.4943 0.482
H 1.4960 3.0710 -0.5686 0.488
O -2.6333 2.5199 0.8309 -0.943
H -2.1755 3.2759 0.4634 0.478
H -2.7003 2.7114 1.7664 0.473
O -2.1139 -1.8666 -0.0858 -1.001
H -1.6506 -1.8465 -0.9231 0.473
H -1.6629 -1.2172 0.4537 0.483
O -0.8112 -1.4063 -2.3893 -0.992
H -0.0909 -0.8241 -2.6310 0.500
H -1.3001 -1.5337 -3.2024 0.484
O 1.5293 -1.4968 -0.2009 -0.984
H 0.7479 -1.8197 -0.6497 0.507
H 2.0277 -2.2860 0.0112 0.487

---

28
Properties=species:S:1:pos:R:3:nbo_charge:R:1 method="wB97M-V/def2-TZVPD" homo_lumo_gap_ha=0.3937 energy_ha=-738.97185 relative_energy_kcal_mol=0.0 smiles="CCB(O)[C@@H]1OC(=O)O[C@H]1CCCF" charge=0
C 3.3980 -0.3260 0.7113 -0.594
C 2.7163 -1.0343 -0.4709 -0.781
B 1.2078 -0.6934 -0.7381 1.018
O 0.3403 -1.6707 -1.1737 -0.890
C 0.5547 0.7482 -0.6653 -0.272
O 1.3434 1.7566 0.0015 -0.502
C 0.5111 2.7781 0.3265 0.970
O 0.8708 3.8326 0.7305 -0.570
O -0.7725 2.4143 0.1139 -0.506
C -0.7986 0.9589 -0.0156 0.084
C -2.0440 0.5379 -0.7733 -0.430
C -3.0735 -0.1841 0.0976 -0.442
C -2.5214 -1.3733 0.8753 0.047
F -2.4246 -1.0655 2.2327 -0.376
H 4.3629 -0.7846 0.9314 0.206
H 2.7974 -0.3744 1.6213 0.202
H 3.5760 0.7246 0.4950 0.226
H 2.7826 -2.1207 -0.3250 0.212
H 3.2880 -0.8378 -1.3861 0.249
H 0.5086 -2.5250 -0.7630 0.501
H 0.4858 1.0867 -1.7162 0.211
H -0.7742 0.6108 1.0235 0.194
H -1.7840 -0.0486 -1.6556 0.222
H -2.5022 1.4625 -1.1300 0.241
H -3.4550 0.5269 0.8342 0.231
H -3.9203 -0.5084 -0.5081 0.219
H -3.1565 -2.2549 0.7876 0.169
H -1.5168 -1.6366 0.5387 0.161